1.
10
Properties=species:S:1:pos:R:3:forces:R:3:mulliken_charge:R:1 method="wB97M-V/def2-TZVPD" smiles="O=CN/C=N/S" e_lumo_ha=0.0288 max_force_ev_per_a=3.70 orbital_gap_ev=9.8 relative_energy_ev=1.976
O -2.146 1.466 0.088 -0.2 1.6 -0.1 -0.518
C -2.043 0.282 0.034 -0.1 -0.9 0.5 0.079
N -0.894 -0.417 0.080 3.0 -1.8 -1.2 -0.196
C 0.412 0.269 0.081 -1.6 0.1 -0.3 0.060
N 1.426 -0.391 -0.250 0.5 -1.0 0.5 -0.411
S 3.013 0.191 -0.097 -1.4 3.0 -0.1 -0.115
H -2.858 -0.415 0.066 -1.2 -0.4 -0.3 0.345
H -0.924 -1.462 -0.245 0.3 2.8 1.0 0.303
H 0.330 1.362 0.318 0.1 -1.1 0.0 0.322
H 3.683 -0.886 -0.075 0.6 -2.3 -0.1 0.132

2.
17
Properties=species:S:1:pos:R:3:forces:R:3:mulliken_charge:R:1 method="wB97M-V/def2-TZVPD" e_lumo_ha="-0.6200 / -0.5230" charge=+3 max_force_ev_per_a=6.03 spin_multiplicity=6 orbital_gap_ev="5.2 / 7.8"
H -0.865 0.480 1.353 2.8 -0.2 0.8 0.407
O 0.899 -0.301 0.022 3.0 0.7 0.7 -0.022
C 0.213 0.892 0.452 -5.9 0.7 1.2 0.777
O 0.868 1.931 0.620 2.4 0.2 0.1 -0.828
Dy 3.271 2.050 0.547 -1.2 0.7 0.2 2.182
O -0.914 0.948 -0.419 0.9 -0.2 -1.9 -0.294
C -2.014 0.674 0.320 -0.9 1.3 -2.9 0.289
C 2.188 -0.255 -0.018 -3.7 -2.8 -0.5 -0.110
C 2.798 -1.531 -0.383 1.5 0.4 0.0 -0.920
H 2.112 -2.386 -0.371 -0.2 0.3 0.1 0.275
H 3.227 -1.389 -1.392 0.1 -0.2 0.0 0.402
H 3.661 -1.701 0.279 0.1 -0.2 -0.2 0.387
C -3.063 -0.104 -0.367 0.9 0.3 0.4 -1.013
H -2.340 1.547 0.904 0.4 -0.7 1.3 0.405
H -2.763 -0.385 -1.382 0.2 -0.2 0.3 0.346
H -3.970 0.518 -0.401 -0.1 -0.1 0.3 0.364
H -3.309 -0.990 0.236 -0.3 -0.1 0.0 0.352

3.
123
Properties=species:S:1:pos:R:3:forces:R:3:mulliken_charge:R:1 method="wB97M-V/def2-TZVPD" e_lumo_ha=0.0105 max_force_ev_per_a=1.39 orbital_gap_ev=9.3
O 2.116 -3.069 4.888 1.2 -0.4 0.6 -0.558
C 1.078 -2.973 4.318 -0.8 0.4 -0.4 0.159
C -0.226 -3.130 5.052 -0.3 0.0 0.0 -0.413
C -1.490 -2.649 4.371 -0.2 0.2 0.2 -0.848
O -1.837 -1.301 4.784 0.4 -0.3 -0.1 -0.401
S -1.552 -0.207 3.613 -0.6 0.0 0.0 1.034
O -2.488 -0.538 2.555 0.1 0.1 -0.3 -0.655
O -2.226 0.956 4.478 0.3 0.5 0.0 -0.393
C -1.471 2.207 4.489 -0.1 -0.1 -0.1 -0.550
C -2.111 3.281 3.618 0.1 -0.4 0.3 -0.340
O -1.470 3.386 2.355 -0.1 0.1 -0.1 -0.464
C -2.097 2.699 1.306 -0.1 -0.1 0.2 0.094
C -1.863 3.457 0.027 0.4 0.2 -0.2 0.712
F -2.446 4.659 -0.001 0.0 0.0 0.1 -0.284
F -2.317 2.764 -1.033 -0.2 -0.1 0.0 -0.295
F -0.539 3.648 -0.189 -0.1 0.1 0.1 -0.297
N 0.985 -2.753 2.913 -0.1 -0.1 -0.4 -0.047
C 1.255 -1.415 2.462 0.0 0.5 -0.5 0.229
C 0.685 -1.006 1.243 0.5 0.5 0.3 -0.295
C 0.896 0.297 0.765 0.2 -0.4 0.7 -0.488
C 1.654 1.211 1.507 -0.1 -0.8 0.4 -0.246
C 2.220 0.794 2.721 -0.4 -0.4 -0.4 -1.429
C 2.034 -0.512 3.198 -0.3 0.4 -0.6 -0.202
H -0.319 -4.205 5.223 0.0 -0.1 0.0 0.365
H -0.108 -2.669 6.028 -0.1 0.0 0.2 0.285
H -1.393 -2.695 3.291 0.0 -0.1 -0.1 0.434
H -2.333 -3.270 4.653 -0.1 0.0 0.1 0.433
H -1.411 2.519 5.525 -0.2 0.0 0.2 0.540
H -0.462 2.010 4.129 0.2 0.1 0.0 0.301
H -3.171 3.069 3.510 -0.1 0.0 0.0 0.096
H -2.019 4.238 4.124 0.1 0.2 -0.1 0.478
H -3.175 2.612 1.453 -0.1 0.1 0.0 0.382
H -1.698 1.693 1.170 0.1 -0.2 0.0 -0.149
H 1.529 -3.446 2.417 0.2 0.1 0.0 0.312
H 0.073 -1.701 0.688 -0.1 0.0 0.0 0.320
H 0.451 0.589 -0.176 0.0 0.1 -0.1 0.487
H 1.807 2.215 1.146 0.0 0.1 0.0 0.521
H 2.818 1.487 3.294 0.0 0.1 0.1 0.547
H 2.488 -0.808 4.130 0.1 -0.1 0.1 0.549
O -4.501 3.409 6.303 0.0 0.0 0.0 -0.614
C -5.443 3.478 5.567 0.0 -0.1 0.0 0.594
O -5.314 3.864 4.283 -0.1 0.1 -0.3 -0.368
C -6.608 3.953 3.634 -0.1 0.0 0.1 -0.236
C -7.509 3.041 4.458 0.1 0.0 0.1 -0.303
C -6.900 3.172 5.857 0.0 -0.1 -0.3 -0.497
H -6.932 4.996 3.674 0.0 0.0 0.1 0.250
H -6.512 3.648 2.594 0.1 0.0 0.1 0.173
H -8.559 3.320 4.399 0.0 0.1 0.0 0.395
H -7.413 2.016 4.099 0.0 0.0 0.0 0.068
H -7.313 4.014 6.414 0.0 0.0 0.0 0.254
H -6.980 2.273 6.462 0.0 0.0 0.1 0.326
O 3.545 2.617 -0.818 0.0 0.0 0.1 -0.589
C 3.077 2.646 -1.918 0.1 0.1 0.1 0.389
O 3.636 1.966 -2.947 0.0 -0.1 -0.1 -0.249
C 2.929 2.237 -4.172 -0.1 0.0 0.0 -0.465
C 1.542 2.702 -3.734 0.0 0.0 0.1 -0.672
C 1.853 3.393 -2.405 -0.1 -0.2 -0.1 0.429
H 3.472 3.012 -4.718 0.0 0.0 0.0 0.332
H 2.918 1.328 -4.768 0.0 0.0 0.0 0.377
H 1.058 3.340 -4.469 0.0 0.0 0.0 0.351
H 0.899 1.838 -3.560 0.0 0.0 0.0 0.278
H 2.124 4.442 -2.541 0.0 0.0 0.0 0.311
H 1.064 3.329 -1.661 0.1 0.1 -0.1 -0.419
O 6.468 -0.292 -6.707 0.0 0.1 0.0 -0.597
C 6.879 -0.233 -5.583 -0.1 -0.1 0.1 0.253
O 7.969 -0.921 -5.183 0.1 0.0 0.0 -0.384
C 8.175 -0.758 -3.762 0.0 0.0 0.1 -0.376
C 7.460 0.538 -3.405 -0.1 0.0 -0.2 -0.237
C 6.310 0.537 -4.409 0.3 0.1 0.1 0.107
H 7.744 -1.625 -3.257 0.0 0.0 0.0 0.222
H 9.244 -0.736 -3.571 0.0 0.0 -0.1 0.342
H 7.146 0.586 -2.370 0.0 0.0 0.1 0.061
H 8.120 1.385 -3.591 0.0 0.0 0.0 0.277
H 5.441 -0.002 -4.029 -0.1 0.0 0.0 0.125
H 6.005 1.532 -4.718 -0.1 0.0 -0.1 0.199
O -6.503 2.284 0.829 0.0 0.0 -0.1 -0.651
C -6.474 1.084 0.769 0.0 0.1 0.1 0.349
O -7.248 0.315 1.558 0.0 -0.1 0.0 -0.346
C -6.937 -1.086 1.355 0.1 0.0 0.0 -0.136
C -6.308 -1.150 -0.030 0.0 0.1 0.0 -0.567
C -5.620 0.213 -0.121 -0.3 -0.2 -0.2 0.052
H -6.249 -1.401 2.140 0.0 0.0 0.0 0.217
H -7.854 -1.655 1.447 -0.1 0.1 0.0 0.117
H -5.643 -2.001 -0.147 0.0 0.0 0.1 0.352
H -7.090 -1.223 -0.787 0.0 0.0 0.0 0.295
H -4.616 0.194 0.296 0.2 0.0 0.1 -0.116
H -5.583 0.628 -1.126 0.1 0.1 0.0 0.370
O -7.115 -4.152 1.246 0.0 0.0 -0.1 -0.574
C -8.050 -4.563 1.869 0.1 -0.1 0.0 0.558
O -8.472 -3.958 3.002 -0.1 0.1 0.1 -0.337
C -9.548 -4.703 3.602 0.0 -0.1 0.0 -0.422
C -10.147 -5.524 2.463 0.1 0.0 -0.1 -0.485
C -8.921 -5.771 1.582 -0.2 0.1 0.1 -0.447
H -9.128 -5.331 4.390 0.0 0.0 0.0 0.260
H -10.243 -3.996 4.046 0.0 0.1 0.0 0.309
H -10.643 -6.428 2.808 0.0 0.0 0.0 0.329
H -10.876 -4.923 1.920 0.0 0.0 0.0 0.263
H -8.367 -6.662 1.881 0.0 0.0 0.0 0.264
H -9.143 -5.831 0.521 0.1 -0.1 0.0 0.307
O 6.017 -1.571 -13.286 0.0 0.0 0.0 -0.575
C 6.372 -1.471 -12.148 -0.1 0.0 0.0 0.485
O 7.454 -2.129 -11.671 0.1 0.0 0.1 -0.363
C 7.596 -1.904 -10.254 0.0 0.0 0.1 -0.430
C 6.848 -0.607 -9.974 -0.1 0.0 -0.2 -0.102
C 5.743 -0.659 -11.030 0.3 0.0 0.1 -0.465
H 7.158 -2.754 -9.728 0.0 0.0 0.0 0.265
H 8.656 -1.856 -10.023 0.0 0.0 -0.1 0.304
H 6.496 -0.532 -8.950 0.0 -0.1 0.0 0.102
H 7.502 0.244 -10.170 0.0 0.0 0.0 0.249
H 4.862 -1.197 -10.679 0.0 0.0 0.0 0.270
H 5.439 0.315 -11.402 -0.1 0.0 0.0 0.311
O 9.827 0.598 0.758 0.1 0.0 0.0 -0.594
C 8.724 0.159 0.885 0.0 0.1 0.1 0.400
O 7.802 0.235 -0.108 -0.1 -0.1 0.0 -0.313
C 6.533 -0.281 0.339 0.0 0.0 0.1 -0.254
C 6.867 -1.203 1.507 0.1 0.0 0.0 -0.456
C 8.108 -0.526 2.091 -0.1 -0.2 -0.2 -0.428
H 5.906 0.562 0.636 0.0 0.0 0.0 0.185
H 6.058 -0.791 -0.496 0.0 0.0 0.0 0.278
H 6.042 -1.314 2.207 0.0 0.1 0.0 0.282
H 7.131 -2.193 1.133 0.0 0.0 0.0 0.293
H 7.855 0.245 2.821 0.0 0.0 0.0 0.254
H 8.821 -1.214 2.534 0.1 0.1 0.1 0.308

4.
23
Properties=species:S:1:pos:R:3:forces:R:3:mulliken_charge:R:1 method="wB97M-V/def2-TZVPD" e_lumo_ha="-0.1134 / -0.3174" charge=+1 max_force_ev_per_a=4.23 spin_multiplicity=2 orbital_gap_ev="11.0 / 5.4" relative_energy_ev=2.147
C -0.260 2.415 -0.028 1.7 2.6 -1.3 -0.575
C -0.758 1.348 0.934 -2.6 -1.9 0.6 -0.371
C 0.303 0.510 1.595 0.1 1.0 0.4 -0.210
C 0.599 -0.756 1.351 1.2 0.0 1.0 -0.671
N 0.381 1.873 -1.322 -1.1 -0.5 4.1 -0.096
H 0.583 3.071 0.420 -1.5 -1.1 -0.6 0.372
H -1.124 3.070 -0.271 0.6 -0.4 -0.2 0.335
H -1.636 0.754 0.457 1.7 0.6 0.4 0.301
H -1.374 1.830 1.785 1.2 0.1 -1.4 0.351
H 0.837 1.109 2.349 -0.1 -0.6 -0.1 0.365
H 0.142 -1.256 0.527 -0.2 -0.5 0.0 0.238
H 1.375 -1.291 1.963 -0.9 0.6 -0.8 0.262
H 1.318 1.540 -1.080 0.4 0.2 -0.7 0.371
H -0.158 1.186 -1.834 -0.3 -0.1 -0.8 0.311
H 2.197 -1.441 -0.540 0.9 0.7 -0.8 0.319
H 2.047 -0.654 -1.881 2.3 -1.0 2.2 0.298
O 2.756 -0.879 -1.141 -3.2 0.3 -1.5 -0.615
H -1.548 -2.427 1.216 -0.6 0.3 -0.4 0.340
H -1.847 -3.253 0.006 -0.5 0.8 0.1 0.339
O -2.043 -2.360 0.372 0.9 -1.2 0.4 -0.659
H -1.019 -1.198 -0.995 -0.4 -0.6 0.0 0.294
H -0.525 -1.884 -2.321 0.2 0.8 1.1 0.297
O -0.246 -1.307 -1.564 0.0 -0.1 -1.5 -0.595

5.
23
Properties=species:S:1:pos:R:3:forces:R:3:mulliken_charge:R:1 method="wB97M-V/def2-TZVPD" e_lumo_ha=0.0229 max_force_ev_per_a=5.33 orbital_gap_ev=9.6 relative_energy_ev=0.000
C -1.989 1.971 0.051 -3.8 2.8 2.1 -0.077
C -1.628 1.696 -1.204 0.2 -0.3 -2.6 -0.815
C -1.410 1.382 1.145 1.2 0.2 1.0 -0.949
C -0.611 0.800 -1.391 0.2 0.2 0.3 -0.166
C -0.299 0.570 0.919 -1.8 0.4 0.1 -0.227
C 0.126 0.269 -0.379 -1.6 0.3 1.4 0.068
C 2.581 0.548 0.287 0.3 -1.4 -2.0 0.158
C 3.918 0.370 0.247 0.2 -0.4 0.3 0.264
C 1.313 -1.813 0.178 0.8 -3.4 2.5 -1.160
C 1.242 -0.610 -0.641 2.5 3.1 3.6 1.005
O 1.592 -0.622 -1.907 0.1 -0.4 -2.1 -0.477
F 2.033 1.707 0.652 0.6 0.3 0.7 -0.248
F 4.952 1.033 0.834 -1.5 0.0 -0.5 -0.256
F 4.489 -0.700 -0.367 -0.9 0.4 0.4 -0.224
H -2.884 2.664 0.268 1.5 -1.0 -0.5 0.237
H -2.053 2.062 -2.158 -0.3 0.1 1.1 0.342
H -1.710 1.669 2.203 0.3 -0.6 -1.6 0.294
H -0.412 0.477 -2.345 0.7 -0.5 -2.2 0.532
H 0.014 0.132 1.821 1.4 -0.7 0.7 0.377
H 2.389 -2.096 0.452 -1.5 0.4 -0.5 0.290
H 0.909 -2.683 -0.356 0.0 0.1 -0.3 0.400
H 0.709 -1.879 1.177 1.2 0.9 -1.9 0.270
H 2.039 -1.422 -2.168 0.4 -0.4 0.1 0.364

6.
9
Properties=species:S:1:pos:R:3:forces:R:3:mulliken_charge:R:1 method="wB97M-V/def2-TZVPD" smiles="N=C=O.C=N" e_lumo_ha=0.0284 max_force_ev_per_a=3.36 orbital_gap_ev=11.1 relative_energy_ev=1.193
N -1.948 -1.092 0.346 -1.4 -0.8 1.0 -0.391
C -2.625 -0.144 0.161 -1.4 2.4 -1.9 0.533
O -3.339 0.753 -0.148 0.8 -1.2 1.1 -0.459
H -1.032 -1.342 0.178 2.0 -0.3 -0.2 0.312
C 2.136 0.176 -0.218 -0.9 1.5 -1.1 -0.245
N 1.096 0.312 0.449 -2.2 1.6 1.4 -0.472
H 2.514 0.799 -0.994 0.3 1.2 -0.4 0.231
H 2.632 -0.709 -0.161 1.5 -2.7 0.5 0.269
H 0.566 1.246 0.389 1.3 -1.6 -0.4 0.223